[1]
C4H5NO2 as an isolated structure, computed with ωB97M-V with the def2-TZVPD basis set.

Positions of all 12 atoms, in Å:
N  0.571161  1.219649  0.988060
C  0.192866  0.245390  0.044436
C  -1.169407  0.169199  -0.607280
C  -0.687661  -1.038553  0.083018
O  0.239196  -1.748268  -0.759847
C  1.161989  -0.754570  -0.472721
O  2.348170  -0.866819  -0.381211
H  0.095951  2.103168  0.885296
H  1.575974  1.341057  1.005469
H  -1.896535  0.731834  -0.022930
H  -1.335764  0.185390  -1.682291
H  -1.095939  -1.587474  0.920002

Atoms 1-2, force components in eV/Å:
-0.1 -0.1 0.2
0.0 -0.1 0.1

## Properties
Max |F|, eV/Å: 0.69
Net charge: 0
Kohn-Sham gap, hartree: 0.367
Relative energy (zero: lowest compared OMol25 entry of this formula, charge and spin), eV: 2.140
LUMO, eV: 0.88

=====

[2]
One molecule with the formula C4H5NO2, computed with ωB97M-V with the def2-TZVPD basis set.

Positions of all 12 atoms, in Å:
H  -1.849673  -1.612428  -1.679561
N  -0.918161  -1.936556  -1.399279
C  -0.243015  -0.948902  -0.987078
C  -0.798410  0.459007  -0.973261
O  -1.619039  0.832174  -1.765984
O  -0.292428  1.310888  -0.045148
C  0.163348  0.783198  1.158542
C  1.446791  0.595567  1.416685
H  0.783498  -1.098590  -0.652857
H  -0.635615  0.592195  1.870350
H  1.754497  0.213246  2.383340
H  2.208207  0.810201  0.674252

Atoms 1-2, force components in eV/Å:
0.0 0.0 0.0
0.1 0.4 0.1

## Properties
Max |F|, eV/Å: 0.59
Net charge: 0
Kohn-Sham gap, hartree: 0.375
Relative energy (zero: lowest compared OMol25 entry of this formula, charge and spin), eV: 1.846
LUMO, eV: 0.01

=====

[3]
C4H5NO2 as an isolated structure at a distorted geometry, computed with ωB97M-V with the def2-TZVPD basis set.

Positions of all 12 atoms, in Å:
C  -1.437456  -0.671552  -0.012362
C  -0.102791  0.680648  0.392423
C  1.271872  1.087246  -0.118328
C  0.073912  -0.643809  -0.219880
H  -2.203867  -1.185346  -0.625486
H  -1.841035  -0.763298  0.977820
H  0.017353  0.402219  1.535006
H  1.643242  2.009444  -0.293716
H  0.322445  -0.690212  -1.383397
N  2.131529  0.069124  -0.126839
O  -1.322970  0.810175  -0.246064
O  1.447761  -1.104638  0.120818

Atoms 1-2, force components in eV/Å:
-2.1 -0.3 -0.6
5.1 -0.8 0.1

## Properties
Max |F|, eV/Å: 5.14
Net charge: 0
Kohn-Sham gap, hartree: 0.388
Relative energy (zero: lowest compared OMol25 entry of this formula, charge and spin), eV: 6.786
LUMO, eV: 0.89

=====

[4]
One molecule with the formula C4H5NO2, computed with ωB97M-V with the def2-TZVPD basis set.

Positions of all 12 atoms, in Å:
O  1.242427  2.339633  0.342776
C  0.547254  1.325223  0.393914
N  1.068120  0.062218  0.179467
C  0.337861  -0.987677  -0.486320
C  -1.016754  -1.220533  0.110335
O  -1.585441  -0.407352  0.803546
C  -0.776820  1.623679  0.860636
H  2.050469  0.127154  -0.058536
H  0.910750  -1.918964  -0.439673
H  0.147952  -0.789134  -1.558040
H  -1.517787  -2.163100  -0.168864
H  -1.398191  1.992519  0.029000

Atoms 1-2, force components in eV/Å:
0.0 -0.2 0.0
0.0 0.1 0.1

## Properties
Max |F|, eV/Å: 0.37
Net charge: 0
Kohn-Sham gap, hartree: 0.329
Relative energy (zero: lowest compared OMol25 entry of this formula, charge and spin), eV: 4.248
LUMO, eV: 0.11

=====

[5]
One molecule with the formula C4H5NO2S at a distorted geometry, computed with ωB97M-V with the def2-TZVPD basis set.

Positions of all 13 atoms, in Å:
O  1.983069  -0.764633  1.055278
S  0.731416  -0.018196  1.076761
O  0.356327  0.654429  2.241701
C  0.715720  1.320848  -0.352836
C  -0.458495  0.781010  -0.943310
N  -1.672185  0.723751  -1.238780
C  -0.990442  -0.592656  -0.946112
C  -0.585173  -1.216215  0.480233
H  1.716405  1.401652  -0.957884
H  0.555065  2.262771  0.019242
H  -0.866099  -1.176347  -1.830275
H  -1.362598  -1.273943  1.165322
H  -0.123008  -2.102471  0.230661

Atoms 1-2, force components in eV/Å:
-1.0 0.8 -0.3
2.3 -2.1 -2.1

## Properties
Max |F|, eV/Å: 4.85
Net charge: 0
Kohn-Sham gap, hartree: 0.379
Relative energy (zero: lowest compared OMol25 entry of this formula, charge and spin), eV: 5.132
LUMO, eV: 0.49

=====

[6]
One molecule with the formula C4H5NO2S at a distorted geometry, computed with ωB97M-V with the def2-TZVPD basis set.

Positions of all 13 atoms, in Å:
C  1.085517  -0.804245  -0.269991
C  0.361554  0.226307  0.188877
C  -1.027313  0.212383  -0.111606
C  -1.831830  1.248252  0.200174
N  -3.187028  1.152391  -0.013967
S  -3.963705  -0.151210  0.096958
O  -5.292809  -0.090135  -0.397766
O  -3.325374  -1.412079  0.330029
H  2.016459  -1.039785  0.069770
H  0.758432  -1.475155  -1.025575
H  0.853540  0.818120  0.878717
H  -1.229829  -0.830170  -0.443752
H  -1.333610  2.139270  0.520303

Atoms 1-2, force components in eV/Å:
-1.5 0.9 -0.3
1.1 -2.5 -1.3

## Properties
Max |F|, eV/Å: 3.00
Net charge: 0
Kohn-Sham gap (spin up / spin down), hartree: 0.281 / 0.281
Relative energy (zero: lowest compared OMol25 entry of this formula, charge and spin), eV: 4.738
LUMO (spin up / spin down), eV: -1.06 / -1.06